No. 1
{"formula": "C39H42N7O3SW", "method": "ωB97M-V with the def2-TZVPD basis set", "symbols": ["W", "C", "C", "N", "N", "C", "O", "C", "C", "C", "C", "C", "C", "C", "C", "C", "C", "C", "N", "H", "H", "H", "H", "H", "H", "H", "H", "H", "H", "H", "H", "C", "C", "C", "C", "N", "C", "C", "C", "C", "C", "C", "N", "C", "C", "C", "C", "C", "N", "H", "H", "H", "H", "H", "H", "H", "H", "H", "H", "H", "O", "C", "C", "C", "C", "C", "C", "N", "H", "H", "H", "H", "H", "H", "H", "H", "H", "H", "H", "O", "S", "C", "C", "C", "C", "H", "H", "H", "H", "H", "H", "H", "H"], "xyz": [[-0.064, 0.169, -0.133], [3.906, -1.747, -0.100], [2.773, -0.809, 0.131], [1.483, -1.175, 0.082], [1.138, -2.463, -0.202], [-0.163, -2.612, -0.195], [-0.914, -1.557, 0.118], [-0.771, -3.862, -0.619], [-2.163, -4.017, -0.559], [-2.753, -5.166, -1.043], [-1.970, -6.170, -1.602], [-0.588, -6.034, -1.649], [0.013, -4.893, -1.159], [2.908, 0.577, 0.410], [4.139, 1.258, 0.519], [4.162, 2.578, 0.886], [2.940, 3.212, 1.196], [1.768, 2.522, 1.048], [1.692, 1.234, 0.608], [3.519, -2.747, -0.276], [4.576, -1.778, 0.757], [4.491, -1.433, -0.963], [-2.756, -3.227, -0.120], [-3.824, -5.281, -0.991], [-2.439, -7.054, -2.003], [0.014, -6.819, -2.079], [1.083, -4.771, -1.192], [5.048, 0.719, 0.316], [5.089, 3.122, 0.958], [2.930, 4.229, 1.554], [0.820, 2.995, 1.300], [-3.572, 1.758, 2.026], [-3.625, 3.118, 1.658], [-2.706, 3.585, 0.752], [-1.731, 2.721, 0.228], [-1.632, 1.401, 0.644], [-2.589, 0.957, 1.503], [-0.770, 3.079, -0.778], [-0.588, 4.337, -1.358], [0.437, 4.526, -2.267], [1.242, 3.450, -2.640], [0.994, 2.201, -2.097], [0.021, 2.010, -1.146], [1.575, 0.950, -2.559], [2.661, 0.847, -3.437], [2.965, -0.373, -4.007], [2.128, -1.461, -3.747], [1.112, -1.315, -2.826], [0.867, -0.161, -2.160], [-4.308, 1.355, 2.703], [-4.388, 3.765, 2.060], [-2.730, 4.611, 0.426], [-2.530, -0.107, 1.744], [-1.231, 5.162, -1.099], [0.599, 5.495, -2.708], [2.020, 3.588, -3.373], [3.251, 1.722, -3.657], [3.810, -0.474, -4.671], [2.270, -2.404, -4.254], [0.468, -2.157, -2.594], [-0.080, -0.096, 2.136], [0.329, -0.079, 3.341], [1.748, -0.397, 3.707], [2.516, 0.816, 4.286], [1.627, 1.968, 4.757], [0.737, 1.607, 5.946], [-0.100, 0.339, 5.713], [-0.502, 0.203, 4.323], [2.260, -0.789, 2.827], [1.721, -1.196, 4.450], [3.193, 1.199, 3.521], [3.127, 0.482, 5.123], [1.015, 2.322, 3.920], [2.270, 2.795, 5.060], [0.087, 2.457, 6.157], [1.357, 1.444, 6.826], [-0.999, 0.368, 6.326], [0.477, -0.540, 6.005], [-1.473, 0.391, 4.102], [-1.716, -0.009, -1.632], [-2.947, 0.364, -2.492], [-4.234, -0.882, -2.077], [-4.145, -1.998, -3.107], [-3.777, -1.325, -4.424], [-2.600, -0.414, -4.118], [-5.190, -0.364, -2.140], [-4.070, -1.207, -1.051], [-5.096, -2.525, -3.186], [-3.374, -2.718, -2.825], [-4.619, -0.738, -4.792], [-3.517, -2.058, -5.187], [-2.461, 0.371, -4.857], [-1.670, -0.971, -3.998]], "forces_ev_per_angstrom": [[-0.210, 1.456, -0.091], [-0.318, -0.100, 0.094], [-2.417, -2.038, -0.469], [2.539, -0.609, 0.148], [0.672, -0.540, 0.140], [-0.054, 1.084, 0.308], [-0.369, -2.637, 0.345], [-0.336, -0.290, -0.067], [0.313, 0.223, 0.087], [-0.026, -0.034, -0.038], [0.042, 0.128, 0.051], [-0.069, -0.022, -0.050], [-0.087, 0.307, 0.146], [-0.580, 2.643, 0.674], [-0.859, -1.107, -0.185], [-1.019, 0.815, 0.299], [1.232, -0.260, -0.126], [-0.881, -1.132, -0.141], [2.427, 0.492, 0.247], [0.025, 0.024, -0.005], [0.055, 0.064, 0.110], [0.046, 0.091, -0.078], [-0.065, 0.008, 0.007], [-0.116, -0.051, 0.006], [-0.040, -0.130, -0.003], [0.067, -0.074, -0.012], [0.153, -0.041, -0.012], [0.156, -0.095, 0.007], [0.163, 0.049, 0.037], [-0.059, 0.095, 0.004], [0.179, -0.132, -0.146], [-0.218, 1.076, -0.183], [0.006, -1.053, 0.322], [0.764, -0.302, -0.571], [-1.119, -1.292, 1.504], [-1.610, 1.888, 0.377], [0.805, -0.528, -0.540], [1.604, -0.732, -1.292], [-0.093, -0.407, 0.266], [0.173, -0.505, 0.023], [-0.227, 0.039, 0.231], [-1.114, 0.294, 0.958], [-0.030, 2.751, -1.243], [0.337, -1.579, -0.475], [-0.626, 0.397, 0.606], [-0.413, -0.596, 0.118], [0.443, 0.577, -0.278], [-0.627, 0.284, 0.641], [1.032, 0.639, -0.906], [-0.035, -0.131, 0.039], [-0.072, 0.092, 0.058], [-0.043, 0.143, -0.059], [0.038, 0.362, -0.036], [-0.081, 0.040, 0.087], [0.018, 0.177, -0.058], [0.065, -0.033, -0.125], [0.031, 0.098, -0.105], [0.071, 0.001, -0.098], [-0.011, -0.066, 0.059], [0.102, 0.150, 0.063], [-0.051, 0.005, 0.385], [0.058, -0.154, -1.364], [0.181, -0.044, 0.051], [-0.114, 0.194, -0.039], [0.194, -0.136, 0.227], [-0.077, 0.066, -0.213], [0.406, 0.165, 0.494], [-0.618, -0.005, -0.067], [-0.176, -0.026, 0.094], [-0.005, -0.077, -0.074], [0.075, -0.030, 0.005], [0.106, -0.037, -0.043], [-0.012, 0.092, 0.019], [-0.047, 0.066, -0.098], [-0.037, -0.019, 0.084], [-0.019, 0.042, 0.080], [0.043, -0.144, -0.071], [-0.167, -0.011, -0.008], [0.238, -0.027, -0.177], [-0.351, 0.059, -0.475], [0.608, -0.571, 0.424], [0.032, 0.053, -0.069], [0.084, -0.024, -0.101], [-0.098, -0.108, 0.110], [-0.128, 0.224, -0.085], [-0.004, 0.123, 0.015], [0.102, 0.165, 0.055], [0.031, -0.025, 0.080], [-0.021, -0.012, 0.028], [-0.048, -0.004, -0.095], [0.023, 0.095, -0.059], [0.058, 0.080, 0.012], [0.006, 0.058, 0.205]], "lowdin_charge": [1.726, 0.027, -0.218, -0.112, 0.103, -0.372, -0.225, -0.154, -0.024, -0.055, -0.031, -0.043, -0.012, -0.191, 0.035, 0.007, -0.003, -0.094, -0.012, 0.085, 0.109, 0.103, 0.111, 0.117, 0.121, 0.119, 0.112, 0.130, 0.132, 0.129, 0.125, -0.002, 0.010, 0.034, -0.181, -0.039, -0.096, -0.181, 0.048, 0.025, 0.051, -0.170, -0.028, -0.181, 0.028, 0.005, 0.008, -0.076, 0.009, 0.127, 0.132, 0.124, 0.128, 0.129, 0.136, 0.129, 0.126, 0.133, 0.131, 0.120, -0.118, -0.391, -0.064, -0.147, -0.198, -0.150, -0.130, 0.118, 0.107, 0.133, 0.095, 0.128, 0.098, 0.124, 0.119, 0.127, 0.136, 0.128, 0.157, -0.664, 1.072, -0.277, -0.213, -0.211, -0.281, 0.102, 0.090, 0.133, 0.105, 0.127, 0.133, 0.097, 0.090], "homo_ev": [-15.0, -15.1], "total_charge": 3, "e_tot_ev": -70338.406, "lumo_energy_ev": [-9.4417, -9.5175]}

---

No. 2
{"formula": "C3H7N3O", "method": "ωB97M-V with the def2-TZVPD basis set", "symbols": ["H", "N", "C", "N", "C", "O", "N", "C", "H", "H", "H", "H", "H", "H"], "xyz": [[2.757, -0.308, 1.510], [1.952, 0.290, 1.333], [1.918, 0.625, 0.112], [0.830, 1.400, -0.381], [-0.052, 0.415, -0.948], [0.214, -0.152, -1.985], [-1.104, 0.091, -0.136], [-1.715, -1.223, -0.267], [2.617, 0.317, -0.665], [0.399, 1.873, 0.410], [-1.072, 0.468, 0.799], [-1.064, -1.851, -0.881], [-2.703, -1.182, -0.731], [-1.803, -1.672, 0.726]], "forces_ev_per_angstrom": [[0.058, 0.181, 0.073], [0.199, 0.136, -0.385], [0.076, -0.108, 0.316], [-0.099, 0.023, 0.068], [-0.015, -0.265, -0.112], [-0.133, 0.238, 0.331], [0.111, 0.067, -0.062], [-0.125, -0.167, -0.048], [-0.035, -0.071, 0.069], [0.016, -0.145, -0.044], [0.042, -0.066, -0.121], [-0.148, 0.078, 0.048], [0.099, 0.026, 0.038], [-0.045, 0.072, -0.169]], "lowdin_charge": [0.048, 0.108, -0.285, 0.064, -0.568, 0.073, 0.019, -0.070, 0.127, 0.111, 0.122, 0.084, 0.081, 0.086], "homo_ev": -10.1, "smiles": "[H]/N=C/NC(=O)NC", "e_tot_ev": -9742.157, "de_lowest_ev": 0.876, "lumo_energy_ev": 0.9618}